Below is C40H112F6N12O24S6 as an isolated structure at a distorted geometry, with properties calculated with ωB97M-V/def2-TZVPD.

The value obtained for the total energy is -7038.3455 Ha.

ORCA input file:
```
! wB97M-V def2-TZVPD RIJCOSX def2/J DEFGRID3
* xyz 6 1
C 2.11 -6.74 6.70
C 1.72 -5.37 7.26
C 2.56 -4.22 6.57
O 2.40 -4.24 5.18
C 3.53 -3.83 4.45
N 0.19 -5.01 7.10
H 0.12 -5.13 6.05
H -0.42 -5.66 7.58
H -0.09 -4.08 7.37
H 3.12 -6.95 7.15
H 2.09 -6.70 5.62
H 1.39 -7.55 7.09
H 1.94 -5.33 8.33
H 3.59 -4.47 6.83
H 2.39 -3.19 6.93
H 4.32 -4.59 4.65
H 3.92 -2.91 4.84
H 3.23 -3.80 3.38
C -6.21 -6.58 2.06
C -7.38 -7.36 1.51
C -7.01 -8.09 0.18
O -5.99 -9.06 0.50
C -5.58 -9.75 -0.80
N -7.78 -8.37 2.47
H -7.40 -8.08 3.42
H -8.76 -8.60 2.64
H -7.16 -9.21 2.23
H -5.89 -5.78 1.36
H -5.30 -7.15 2.15
H -6.37 -6.21 3.08
H -8.20 -6.71 1.39
H -6.60 -7.29 -0.49
H -7.87 -8.56 -0.33
H -4.63 -10.23 -0.68
H -5.47 -8.99 -1.54
H -6.42 -10.40 -1.08
C -1.49 0.31 2.12
C -0.90 -0.81 1.24
C -1.54 -0.98 -0.15
O -1.37 0.24 -0.71
C -2.04 0.44 -1.92
N 0.51 -0.46 0.94
H 0.54 0.46 0.48
H 1.12 -0.31 1.73
H 0.97 -1.20 0.31
H -1.02 1.26 1.89
H -1.28 0.16 3.13
H -2.60 0.33 1.95
H -0.90 -1.82 1.76
H -2.58 -1.30 0.05
H -1.01 -1.84 -0.66
H -1.76 1.46 -2.19
H -3.08 0.29 -1.81
H -1.79 -0.15 -2.80
C 3.99 4.97 8.52
C 3.80 5.31 7.08
C 3.80 6.79 6.75
O 3.73 6.98 5.36
C 3.43 8.32 4.99
N 4.76 4.82 6.06
H 5.80 4.81 6.30
H 4.56 3.80 5.88
H 4.51 5.43 5.25
H 3.02 5.16 8.92
H 4.78 5.66 8.87
H 4.22 3.94 8.66
H 2.84 4.96 6.79
H 4.63 7.36 7.21
H 2.86 7.16 7.19
H 3.30 9.04 5.82
H 2.50 8.35 4.34
H 4.24 8.70 4.37
C -0.89 -3.04 -9.54
C -1.85 -4.21 -9.44
O -2.79 -4.64 -10.02
N -1.43 -5.30 -8.27
H -1.76 -6.23 -8.60
H -0.41 -5.29 -8.05
C -2.22 -5.16 -6.96
H 0.10 -3.37 -9.30
H -1.15 -2.34 -8.72
H -0.95 -2.53 -10.55
H -3.28 -4.99 -7.23
H -1.91 -4.30 -6.36
H -2.03 -6.08 -6.42
C 8.72 1.30 -0.98
C 9.35 0.17 -1.81
O 10.45 -0.03 -1.96
N 8.34 -0.79 -2.30
H 8.34 -1.59 -1.65
H 7.42 -0.31 -2.34
C 8.53 -1.36 -3.66
H 7.81 0.96 -0.37
H 8.13 2.03 -1.67
H 9.34 1.89 -0.25
H 7.54 -1.74 -3.97
H 9.26 -2.09 -3.71
H 8.80 -0.56 -4.40
C 1.23 -10.43 -2.86
O 0.90 -9.51 -1.83
C 0.53 -10.00 -0.58
C 1.79 -9.78 0.33
N 2.07 -8.37 0.56
H 2.24 -7.90 -0.36
H 1.32 -7.78 1.00
C 3.31 -8.03 1.40
C 4.56 -8.38 0.57
O 4.37 -8.02 -0.81
C 5.49 -7.26 -1.41
H 1.31 -9.89 -3.78
H 0.45 -11.14 -3.10
H 2.11 -10.97 -2.63
H 0.32 -11.07 -0.58
H -0.43 -9.56 -0.26
H 2.62 -10.27 -0.04
H 1.47 -10.26 1.26
H 3.28 -8.54 2.43
H 3.21 -6.97 1.61
H 4.74 -9.47 0.59
H 5.44 -7.90 1.05
H 6.43 -7.85 -1.38
H 5.73 -6.41 -0.75
H 5.16 -6.96 -2.40
C 6.58 10.75 -6.59
O 5.75 10.63 -7.52
C 5.45 11.27 -9.12
C 4.10 11.76 -8.98
N 2.78 10.66 -9.09
H 3.05 9.73 -9.48
H 2.47 10.43 -8.13
C 1.64 11.29 -9.88
C 0.60 12.14 -9.13
O -0.40 10.87 -8.50
C -1.59 10.66 -8.73
H 7.39 11.32 -6.49
H 7.68 2.33 -10.63
H 6.28 10.05 -5.75
H 5.72 10.20 -9.59
H 6.31 11.86 -9.12
H 4.07 12.34 -9.91
H 3.92 12.46 -8.08
H 1.07 10.44 -10.35
H 2.14 11.99 -10.53
H -0.12 12.82 -9.51
H 0.81 12.89 -8.37
H -1.68 9.69 -8.50
H -2.30 11.28 -9.64
H 0.43 12.99 1.68
C -10.71 4.07 0.41
O -10.57 5.61 0.91
C -11.76 6.26 1.57
C -11.23 7.62 2.06
N -10.51 7.91 3.29
H -9.92 7.08 3.23
H -10.11 8.87 3.17
C -11.01 7.90 4.67
C -11.25 6.58 5.45
O -10.07 5.54 4.75
C -9.49 5.12 5.92
H -13.15 14.46 -6.58
H -11.94 3.81 0.43
H -10.03 3.76 -0.24
H -12.18 5.80 2.45
H -12.57 6.52 0.83
H -11.98 8.47 1.94
H -10.39 7.72 1.26
H -11.80 8.65 4.67
H -10.15 8.34 5.17
H -12.09 5.99 5.20
H -11.17 6.93 6.46
H -7.37 3.12 5.82
H -9.00 4.46 6.55
H 4.03 10.19 -8.15
N 3.33 0.65 4.62
S 3.65 1.72 3.46
O 3.16 1.29 2.22
O 4.91 2.28 3.81
F 2.61 3.18 3.77
S 1.73 0.32 4.88
O 1.69 -0.72 5.90
O 0.81 0.19 3.71
F 1.44 1.71 5.57
N 0.27 -5.82 2.17
S -0.90 -6.08 3.08
O -2.14 -5.35 2.87
O -0.42 -6.05 4.45
F -1.17 -7.68 2.77
S 0.54 -4.93 0.85
O -0.55 -4.64 0.01
O 1.72 -5.31 0.15
F 0.91 -3.57 1.46
N 4.09 0.84 -2.04
S 4.59 -0.31 -1.01
O 5.69 -0.85 -1.74
O 3.65 -1.20 -0.49
F 5.37 0.40 0.14
S 2.62 1.43 -1.49
O 2.59 2.07 -0.28
O 1.52 0.87 -1.98
F 2.81 2.81 -2.51
*
```